Record 1
ORCA calculation (wB97M-V/def2-TZVPD) on the molecule C3H6FNO2.

```
13
Properties=species:S:1:pos:R:3:forces:R:3:lowdin_charge:R:1
C 2.021 0.254 -0.137 -2.0 -0.5 2.6 -0.42
C -0.195 -0.476 -1.222 1.1 1.7 1.2 0.04
C 0.671 -0.488 0.176 -1.9 0.2 -3.2 -0.47
N 0.047 0.073 1.330 -2.1 0.7 -1.0 0.10
O 1.938 1.448 0.534 4.8 -0.4 -3.1 0.12
O 2.900 -0.317 -0.696 0.4 1.4 -0.2 0.16
F 0.964 -1.798 0.423 0.3 -0.8 -0.1 0.04
H -0.952 0.269 -1.452 0.0 0.8 1.1 0.08
H -0.734 -1.345 -1.357 -0.8 -2.3 0.2 0.04
H 0.427 -0.365 -2.093 0.9 -0.3 0.0 0.07
H -0.927 -0.159 1.592 0.8 0.0 -1.1 0.13
H 1.111 1.445 0.937 -2.9 0.1 1.4 0.02
H 0.583 -0.251 2.065 1.4 -0.6 2.3 0.08
```
Forces are in eV/Å.

Results
Lowest unoccupied orbital energy: 0.73 eV
Orbital gap: 11.1571 eV
Energy: -422.9985 hartree
SMILES: C[C@@](N)(F)C(=O)O
Energy above the lowest of the compared OMol25 structures with the same formula, charge and spin: 0.9188 eV



Record 2
ORCA calculation (wB97M-V/def2-TZVPD) on the molecule C3H6FNS.

```
12
Properties=species:S:1:pos:R:3:forces:R:3:lowdin_charge:R:1
C 1.179 -1.145 -0.225 1.2 -0.8 1.3 -0.06
C -0.063 -0.333 0.021 -0.1 -0.7 -0.7 -0.47
C 0.186 1.100 0.343 0.2 0.7 -0.3 -0.15
H 1.794 -0.699 -1.032 -0.3 -0.2 0.5 0.08
H 1.808 -1.121 0.755 -0.8 -0.2 -1.7 0.11
H 0.945 -2.212 -0.493 0.1 1.2 0.4 0.09
H 0.052 1.392 1.404 -0.2 -0.2 -0.6 0.14
H 1.233 1.285 0.064 -0.3 0.3 0.1 0.12
H -2.595 1.064 -0.115 -0.1 -1.0 0.2 -0.13
N -1.161 -0.917 -0.201 -1.0 0.0 0.3 -0.34
F -0.625 1.902 -0.489 0.4 -0.1 0.6 -0.09
S -2.752 -0.315 -0.032 0.8 0.9 -0.2 0.71
```
Forces are in eV/Å.

Results
Lowest unoccupied orbital energy: 0.88 eV
Orbital gap: 9.7430 eV
Energy: -670.6685 hartree
SMILES: C/C(CF)=N/S
Energy above the lowest of the compared OMol25 structures with the same formula, charge and spin: 1.5134 eV



Record 3
ORCA calculation (wB97M-V/def2-TZVPD) on a structure of composition C3H6I2N2.

```
13
Properties=species:S:1:pos:R:3:forces:R:3:lowdin_charge:R:1
C -0.099 -1.490 1.534 -0.9 4.0 0.5 -0.06
C 0.764 -0.276 0.998 2.5 -1.7 0.9 -0.25
C 0.650 0.178 -0.388 -0.5 0.2 -2.4 -0.26
N 0.592 0.367 -2.761 0.4 0.0 -2.3 0.05
N 0.856 0.193 -1.582 -0.4 0.5 3.4 -0.18
I -1.525 1.906 -0.633 -1.5 0.6 -0.6 0.28
I -4.026 3.237 -1.615 1.5 -0.8 0.6 -0.08
H -1.022 -1.043 2.028 0.9 -0.8 -1.0 0.10
H 0.449 -1.936 2.321 0.6 -0.9 0.4 0.05
H -0.294 -2.020 0.669 -0.8 -2.0 -1.1 0.04
H 1.879 -0.635 1.142 -1.9 1.1 -0.1 0.15
H 0.520 0.568 1.616 0.5 0.4 0.4 0.07
H 1.256 0.951 -3.329 -0.4 -0.7 1.2 0.09
```
Forces are in eV/Å.

Results
Lowest unoccupied orbital energy: -2.20 eV
Orbital gap: 6.4802 eV
Energy: -822.6788 hartree
Energy above the lowest of the compared OMol25 structures with the same formula, charge and spin: 0.7163 eV



Record 4
ORCA calculation (wB97M-V/def2-TZVPD) on the molecule C3H6I2O.

```
12
Properties=species:S:1:pos:R:3:forces:R:3:lowdin_charge:R:1
C -0.247 -1.288 0.328 3.7 1.0 -0.5 -0.19
C 0.609 1.182 0.504 -1.2 -0.7 -0.4 -0.68
C -0.293 0.092 -0.110 -0.1 2.2 -3.9 -0.98
O 0.016 0.182 -1.616 0.8 1.3 3.3 -0.16
I 2.659 0.629 0.257 -0.2 0.4 0.1 0.83
I -2.358 0.730 0.235 -0.1 0.3 -0.1 0.85
H -0.369 -1.226 1.370 0.0 -1.0 1.4 0.08
H 0.727 -1.620 -0.103 -0.2 -0.2 1.2 0.08
H -0.910 -1.808 -0.227 -2.7 -1.9 -1.1 0.04
H 0.296 2.114 0.036 0.8 0.0 -0.4 0.05
H 0.363 1.339 1.549 0.3 -0.4 0.3 0.04
H -0.494 -0.326 -2.223 -1.1 -0.9 0.0 0.06
```
Forces are in eV/Å.

Results
Lowest unoccupied orbital energy: 0.13 eV
Orbital gap: 9.6889 eV
Energy: -788.4984 hartree
SMILES: C[C@@](O)(I)CI
Energy above the lowest of the compared OMol25 structures with the same formula, charge and spin: 0.8174 eV



Record 5
ORCA calculation (wB97M-V/def2-TZVPD) on the molecule C3H6IN3.

```
13
Properties=species:S:1:pos:R:3:forces:R:3:lowdin_charge:R:1
C -0.298 -1.081 0.507 -8.9 -0.5 -3.4 -0.06
C -1.968 -1.367 0.040 7.3 0.9 2.9 -0.70
C 1.475 0.646 0.542 4.0 -0.9 1.1 -0.11
N 0.283 1.863 -1.184 -0.2 0.2 -0.6 0.03
N -0.414 0.913 -0.760 -0.7 0.2 -2.0 -0.02
N 0.279 0.029 0.049 1.3 2.8 0.0 -0.23
I -2.798 -3.162 0.456 -0.2 -0.6 0.3 0.74
H 0.036 -1.805 1.159 1.5 -0.7 1.5 0.05
H -2.133 -0.994 -0.909 -0.7 0.9 -1.6 -0.08
H 2.159 1.030 -0.264 -1.1 -0.5 0.5 0.08
H 1.370 1.500 1.226 -0.7 -0.2 -0.3 0.09
H 2.162 -0.070 1.097 -1.3 0.4 -0.6 0.10
H -0.154 2.497 -1.959 -0.2 -1.9 2.1 0.11
```
Forces are in eV/Å.

Results
Lowest unoccupied orbital energy (alpha / beta): -0.11 / -0.34 eV
Orbital gap (alpha / beta): 7.5214 / 6.7915 eV
Energy: -579.6537 hartree
SMILES: [H]/N=N/N(C)/C=C/I
Energy above the lowest of the compared OMol25 structures with the same formula, charge and spin: 3.2389 eV



Record 6
ORCA calculation (wB97M-V/def2-TZVPD) on the ion C3H6IN4O2 with charge +1.

```
16
Properties=species:S:1:pos:R:3:forces:R:3:lowdin_charge:R:1
C 0.461 -1.178 0.497 -0.9 0.4 1.3 -0.10
C -1.773 0.603 0.700 5.3 -0.1 0.1 -0.52
C -0.021 2.318 -0.501 0.5 -0.9 -1.2 0.07
N -0.400 -0.002 0.477 0.3 -1.5 3.1 -0.04
N 1.435 -1.394 -0.255 -0.7 1.9 -1.4 0.14
N 2.119 -2.699 -0.073 -1.3 3.2 -1.4 -0.44
N -0.729 0.967 -0.394 0.2 3.1 1.3 -0.10
O 2.732 -2.907 -1.052 1.3 -1.6 -0.6 0.15
O 1.919 -3.254 0.933 0.2 -2.1 2.1 0.13
I -3.493 -0.397 -0.119 -3.8 -2.3 -1.8 1.04
H 0.360 -1.843 1.375 -0.9 0.5 -0.2 0.15
H -2.075 1.215 1.565 1.3 0.5 -0.3 0.09
H -0.373 2.777 -1.408 -0.7 0.0 -0.4 0.10
H -0.267 3.006 0.279 0.2 -0.2 0.9 0.10
H 1.040 2.168 -0.746 -0.2 -0.2 0.9 0.12
H -0.936 0.619 -1.278 -0.9 -0.7 -2.4 0.12
```
Forces are in eV/Å.

Results
Lowest unoccupied orbital energy (alpha / beta): -3.43 / -8.33 eV
Orbital gap (alpha / beta): 7.2769 / 6.0167 eV
Energy: -784.4262 hartree
Energy above the lowest of the compared OMol25 structures with the same formula, charge and spin: 0.8002 eV
Net charge: +1
Spin multiplicity: 3



Record 7
ORCA calculation (wB97M-V/def2-TZVPD) on the molecule C3H6INO2.

```
13
Properties=species:S:1:pos:R:3:forces:R:3:lowdin_charge:R:1
C 2.063 0.444 -0.946 -0.4 0.4 0.1 -0.67
C -0.641 -0.535 -0.054 -0.2 -0.1 -0.1 -0.10
C 0.938 1.257 -0.300 0.2 0.2 0.0 -0.68
N 0.212 0.431 0.627 -0.2 0.3 0.4 -0.19
O 2.549 -0.500 -0.148 0.4 -0.5 0.1 0.09
O 2.466 0.653 -2.052 0.1 -0.1 -0.1 0.11
I 1.963 2.834 0.785 -0.3 -0.2 -0.2 0.87
H -1.407 -0.061 -0.680 0.0 0.0 0.0 0.09
H -0.030 -1.177 -0.689 0.0 -0.1 0.0 0.09
H -1.130 -1.150 0.699 0.0 -0.1 -0.1 0.09
H 0.337 1.755 -1.072 0.2 -0.1 0.1 0.10
H 2.039 -0.527 0.685 -0.1 0.2 -0.2 0.11
H -0.354 0.998 1.253 0.2 0.0 -0.1 0.09
```
Forces are in eV/Å.

Results
Lowest unoccupied orbital energy: -0.09 eV
Orbital gap: 9.8251 eV
Energy: -620.8465 hartree
SMILES: CN[C@@H](I)C(=O)O
Energy above the lowest of the compared OMol25 structures with the same formula, charge and spin: 0.1596 eV



Record 8
ORCA calculation (wB97M-V/def2-TZVPD) on a cluster of 2 separate species, C3H6INO3 in total.

```
14
Properties=species:S:1:pos:R:3:forces:R:3:lowdin_charge:R:1
C -0.561 -0.566 -0.809 2.5 0.8 0.4 -0.45
C 0.405 -1.266 -0.158 -2.4 -2.1 0.6 -0.17
C -0.146 1.779 1.138 3.3 0.0 0.0 -0.77
N 1.760 -1.002 -0.034 0.6 -0.7 -4.5 0.04
O -1.878 -0.838 -0.899 0.2 0.4 -0.4 0.07
O -0.165 0.603 -1.465 0.6 -1.4 0.6 0.03
O 0.997 1.480 1.395 -1.7 0.0 0.4 -0.07
I -1.735 1.404 2.489 -0.1 0.1 -0.3 0.80
H 0.141 -2.297 0.391 0.1 2.5 -1.4 0.16
H -0.210 2.321 0.182 -1.4 0.0 0.3 0.07
H 1.981 -0.687 0.804 1.0 1.2 5.3 0.00
H 2.236 -0.308 -0.606 -0.9 -0.3 -0.8 0.10
H -1.938 -1.761 -0.683 -0.5 -0.8 0.2 0.10
H -0.888 1.140 -1.745 -1.1 0.2 -0.3 0.09
```
Forces are in eV/Å.

Results
Lowest unoccupied orbital energy: 0.21 eV
Orbital gap: 8.0514 eV
Energy: -696.0028 hartree
SMILES: NC=C(O)O.O=CI
Energy above the lowest of the compared OMol25 structures with the same formula, charge and spin: 2.7392 eV



Record 9
ORCA calculation (wB97M-V/def2-TZVPD) on a cluster of 2 separate species, C3H6INOS in total.

```
13
Properties=species:S:1:pos:R:3:forces:R:3:lowdin_charge:R:1
C 0.521 1.366 0.170 -1.9 0.5 0.0 -0.08
C -1.164 -1.810 0.405 0.6 -0.2 1.4 -0.04
C 1.089 0.371 -0.427 2.1 -0.6 0.4 -0.62
N -2.655 -0.644 1.728 -2.1 2.3 0.0 -0.30
O -1.672 -1.392 1.536 1.5 -1.6 -1.7 -0.25
S 2.745 -0.291 -0.410 -0.2 0.7 0.6 0.71
I -3.341 0.511 -0.069 0.2 -0.8 0.9 0.62
H 0.934 2.108 0.748 1.3 1.4 1.4 0.03
H -0.556 1.429 0.043 0.1 0.2 0.0 -0.02
H -1.477 -1.451 -0.530 -0.8 0.6 -0.8 -0.01
H -0.261 -2.355 0.518 0.4 -0.5 0.3 0.08
H 0.386 -0.164 -0.959 -0.7 -1.8 -1.5 0.00
H 3.273 0.416 0.653 -0.6 -0.4 -0.8 -0.11
```
Forces are in eV/Å.

Results
Lowest unoccupied orbital energy (alpha / beta): -0.57 / -0.82 eV
Orbital gap (alpha / beta): 8.2375 / 8.1442 eV
Energy: -943.5544 hartree
Energy above the lowest of the compared OMol25 structures with the same formula, charge and spin: 6.3653 eV



Record 10
ORCA calculation (wB97M-V/def2-TZVPD) on a cluster of 2 separate species, C3H6IP in total.

```
11
Properties=species:S:1:pos:R:3:forces:R:3:lowdin_charge:R:1
C -0.634 -1.027 -0.399 -2.2 -0.9 -0.6 -0.09
C 0.318 -0.338 0.233 0.1 -0.4 0.3 -0.43
C 1.599 0.229 -0.350 -2.1 -1.0 0.2 -0.10
P -1.222 1.920 0.728 -0.8 0.0 0.1 0.14
I -3.322 0.867 1.339 0.5 0.4 -0.1 0.17
H -0.672 -1.360 -1.506 0.6 0.7 1.9 0.09
H -1.636 -1.283 0.142 2.2 0.5 -0.9 0.02
H 0.154 -0.061 1.268 -0.1 -0.4 0.3 0.02
H 1.945 -0.523 -1.028 0.7 0.1 -0.7 0.07
H 2.313 0.494 0.397 0.5 0.2 0.4 0.07
H 1.157 1.082 -0.826 0.8 0.9 -0.8 0.04
```
Forces are in eV/Å.

Results
Lowest unoccupied orbital energy (alpha / beta): -1.35 / -1.31 eV
Orbital gap (alpha / beta): 6.5358 / 6.5577 eV
Energy: -756.8354 hartree
Energy above the lowest of the compared OMol25 structures with the same formula, charge and spin: 2.8905 eV